Entry 1:
A single C5H9NO2 molecule, computed with ωB97M-V with the def2-TZVPD basis set.

Element x y z (Å)
C (2.583, 0.114, 0.000)
C (1.164, -0.383, 0.000)
C (0.111, 0.440, 0.000)
O (0.239, 1.799, 0.000)
N (-1.218, 0.015, 0.000)
C (-1.515, -1.401, 0.000)
C (-2.259, 0.893, 0.000)
O (-3.421, 0.565, 0.000)
H (3.268, -0.728, -0.001)
H (2.799, 0.718, -0.884)
H (2.799, 0.716, 0.886)
H (1.021, -1.447, 0.000)
H (1.180, 2.014, -0.002)
H (-1.111, -1.880, -0.893)
H (-1.109, -1.881, 0.891)
H (-2.600, -1.493, 0.001)
H (-1.932, 1.939, 0.000)

Calculated values
strongest force on any atom = 0.72 eV/Å
SMILES string = C/C=C(\O)N(C)C=O
LUMO energy = 0.0225 hartree
energy above the lowest of the compared OMol25 structures with the same formula, charge and spin = 90.9 kJ/mol

Now the Löwdin charges, all in e: number 1, C, carries -0.105; number 2, C, carries -0.102; number 3, C, carries -0.351; number 4, O, carries 0.067; number 5, N, carries -0.061; number 6, C, carries -0.028; number 7, C, carries -0.293; number 8, O, carries 0.034; number 9, H, carries 0.072; number 10, H, carries 0.078; number 11, H, carries 0.078; number 12, H, carries 0.086; number 13, H, carries 0.100; number 14, H, carries 0.099; number 15, H, carries 0.099; number 16, H, carries 0.087; number 17, H, carries 0.139

Entry 2:
A 2-piece molecular cluster, C25H22Br2O3S overall in a non-equilibrium geometry, computed with ωB97M-V with the def2-TZVPD basis set.

Element x y z (Å)
Br (3.680, 4.100, -3.749)
C (2.220, 3.191, -2.939)
C (1.394, 3.871, -2.034)
C (0.312, 3.210, -1.462)
C (0.091, 1.816, -1.673)
C (-0.940, 1.138, -0.928)
C (-1.327, -0.172, -1.248)
C (-2.524, -0.736, -0.841)
C (-3.000, -2.037, -1.237)
C (-4.197, -2.552, -0.669)
C (-4.639, -3.840, -0.953)
C (-3.892, -4.655, -1.822)
Br (-4.451, -6.431, -2.160)
C (-2.732, -4.155, -2.438)
C (-2.296, -2.859, -2.157)
C (0.924, 1.165, -2.613)
C (1.976, 1.843, -3.242)
H (1.596, 4.906, -1.777)
H (-0.419, 3.799, -0.907)
H (-1.653, 1.746, -0.364)
H (-0.656, -0.775, -1.862)
H (-3.166, -0.153, -0.176)
H (-4.768, -1.917, 0.010)
H (-5.548, -4.227, -0.498)
H (-2.175, -4.786, -3.126)
H (-1.401, -2.478, -2.649)
H (0.763, 0.115, -2.857)
H (2.609, 1.330, -3.961)
C (-1.488, -3.010, 3.171)
C (-1.147, -2.180, 1.959)
O (-0.822, -0.824, 2.389)
C (-0.034, -0.110, 1.526)
C (-0.434, 1.301, 1.506)
S (0.727, 2.445, 1.132)
C (2.434, 2.066, 1.599)
C (3.253, 1.364, 0.706)
C (4.630, 1.306, 0.929)
C (5.181, 1.901, 2.067)
C (4.352, 2.555, 2.983)
C (2.981, 2.654, 2.743)
O (0.441, 3.728, 1.807)
O (0.849, -0.610, 0.833)
H (-2.058, -3.885, 2.855)
H (-0.567, -3.368, 3.637)
H (-2.074, -2.442, 3.899)
H (-0.297, -2.594, 1.405)
H (-2.012, -2.090, 1.290)
H (-1.108, 1.617, 2.301)
H (2.802, 0.879, -0.157)
H (5.260, 0.792, 0.204)
H (6.258, 1.859, 2.233)
H (4.768, 3.007, 3.882)
H (2.325, 3.186, 3.431)

Calculated values
strongest force on any atom = 2.88 eV/Å
LUMO energy = -0.0723 hartree

Now the Löwdin charges, all in e: number 1, Br, carries 0.746; number 2, C, carries -0.668; number 3, C, carries -0.108; number 4, C, carries -0.065; number 5, C, carries -0.238; number 6, C, carries -0.069; number 7, C, carries -0.080; number 8, C, carries -0.023; number 9, C, carries -0.230; number 10, C, carries -0.029; number 11, C, carries -0.117; number 12, C, carries -0.686; number 13, Br, carries 0.740; number 14, C, carries -0.112; number 15, C, carries -0.009; number 16, C, carries -0.002; number 17, C, carries -0.112; number 18, H, carries 0.111; number 19, H, carries 0.121; number 20, H, carries 0.117; number 21, H, carries 0.098; number 22, H, carries 0.132; number 23, H, carries 0.118; number 24, H, carries 0.102; number 25, H, carries 0.102; number 26, H, carries 0.110; number 27, H, carries 0.111; number 28, H, carries 0.102; number 29, C, carries -0.066; number 30, C, carries -0.210; number 31, O, carries -0.026; number 32, C, carries -0.548; number 33, C, carries -0.209; number 34, S, carries 0.922; number 35, C, carries -0.311; number 36, C, carries -0.077; number 37, C, carries -0.076; number 38, C, carries -0.085; number 39, C, carries -0.079; number 40, C, carries -0.066; number 41, O, carries -0.475; number 42, O, carries 0.058; number 43, H, carries 0.077; number 44, H, carries 0.079; number 45, H, carries 0.081; number 46, H, carries 0.123; number 47, H, carries 0.096; number 48, H, carries 0.108; number 49, H, carries 0.100; number 50, H, carries 0.105; number 51, H, carries 0.103; number 52, H, carries 0.104; number 53, H, carries 0.111

Entry 3:
A single C4H9NOS molecule in a non-equilibrium geometry, computed with ωB97M-V with the def2-TZVPD basis set.

Element x y z (Å)
N (1.605, 0.382, -0.779)
C (0.548, 0.801, 0.114)
C (0.093, 2.201, -0.240)
O (0.245, 2.638, -1.352)
C (-0.835, 0.013, 0.277)
C (-0.694, -1.472, -0.131)
S (0.647, -2.296, 0.900)
H (1.931, -0.539, -0.508)
H (1.205, 0.243, -1.703)
H (0.891, 0.772, 1.150)
H (-0.626, 2.667, 0.454)
H (-1.074, 0.060, 1.340)
H (-1.614, 0.434, -0.363)
H (-0.440, -1.479, -1.184)
H (-1.598, -1.994, 0.161)
H (-0.282, -2.431, 1.864)

Calculated values
strongest force on any atom = 1.79 eV/Å
SMILES string = N[C@@H](C=O)CCS
LUMO energy = 0.0228 hartree
energy above the lowest of the compared OMol25 structures with the same formula, charge and spin = 164.6 kJ/mol

Now the Löwdin charges, all in e: number 1, N, carries 0.055; number 2, C, carries -0.394; number 3, C, carries -0.243; number 4, O, carries 0.058; number 5, C, carries -0.223; number 6, C, carries -0.499; number 7, S, carries 0.687; number 8, H, carries 0.027; number 9, H, carries 0.082; number 10, H, carries 0.126; number 11, H, carries 0.126; number 12, H, carries 0.102; number 13, H, carries 0.109; number 14, H, carries 0.065; number 15, H, carries 0.059; number 16, H, carries -0.137

Entry 4:
A 2-piece molecular cluster, C3H9FNP overall in a non-equilibrium geometry, computed with ωB97M-V with the def2-TZVPD basis set.

Element x y z (Å)
C (-4.310, -0.142, 1.053)
P (-3.591, 0.431, -0.330)
F (-2.624, -0.913, -0.723)
H (-5.019, 0.462, 1.648)
H (-4.151, -1.126, 1.306)
C (0.404, 0.378, -1.048)
N (1.065, -0.694, -0.279)
C (0.848, -0.619, 1.114)
H (-0.134, -0.017, -2.007)
H (-0.561, 0.579, -0.272)
H (1.032, 1.239, -1.324)
H (0.797, -1.579, -0.730)
H (1.547, 0.137, 1.456)
H (-0.204, -0.456, 1.403)
H (1.014, -1.611, 1.581)

Calculated values
strongest force on any atom = 3.92 eV/Å
SMILES string = C=PF.CNC
LUMO energy = 0.0013 hartree
energy above the lowest of the compared OMol25 structures with the same formula, charge and spin = 0.0 kJ/mol

Now the Löwdin charges, all in e: number 1, C, carries -0.343; number 2, P, carries 0.859; number 3, F, carries -0.455; number 4, H, carries 0.005; number 5, H, carries -0.043; number 6, C, carries -0.153; number 7, N, carries -0.226; number 8, C, carries -0.196; number 9, H, carries 0.090; number 10, H, carries 0.077; number 11, H, carries 0.058; number 12, H, carries 0.100; number 13, H, carries 0.079; number 14, H, carries 0.061; number 15, H, carries 0.087

Entry 5:
A 6-piece molecular cluster, C27H64BN6O8S overall in a non-equilibrium geometry, computed with ωB97M-V with the def2-TZVPD basis set.

Element x y z (Å)
N (-2.822, -0.097, 0.805)
B (-2.428, -1.374, 1.228)
O (-1.577, -1.681, 2.231)
S (-3.237, -2.891, 0.292)
O (-4.496, -3.148, 1.260)
C (-5.823, -3.184, 0.607)
O (-6.000, -3.984, -0.238)
C (-6.736, -2.175, 1.169)
C (-7.797, -2.577, 1.971)
C (-8.642, -1.611, 2.499)
C (-8.418, -0.270, 2.227)
C (-7.355, 0.123, 1.420)
C (-6.503, -0.830, 0.890)
H (-2.424, 0.619, 1.406)
H (-2.623, 0.167, -0.154)
H (-0.740, -2.005, 1.866)
H (-3.755, -2.242, -0.773)
H (-7.961, -3.620, 2.194)
H (-9.474, -1.928, 3.108)
H (-9.058, 0.490, 2.648)
H (-7.191, 1.170, 1.222)
H (-5.665, -0.528, 0.279)
C (3.131, -0.322, 2.156)
C (2.329, -1.608, 2.310)
C (2.978, -2.634, 3.253)
O (4.057, -3.336, 2.683)
C (5.302, -2.657, 2.727)
N (2.054, -2.174, 0.981)
H (4.008, -0.468, 1.527)
H (2.520, 0.449, 1.685)
H (3.459, 0.055, 3.126)
H (1.364, -1.334, 2.755)
H (2.232, -3.396, 3.500)
H (3.276, -2.160, 4.196)
H (5.410, -2.068, 3.642)
H (5.421, -2.017, 1.849)
H (6.090, -3.409, 2.705)
H (1.450, -2.986, 1.091)
H (2.919, -2.568, 0.620)
C (7.913, -0.309, -0.888)
C (7.680, -1.754, -0.467)
C (8.748, -2.731, -0.973)
O (8.627, -3.071, -2.337)
C (9.208, -2.157, -3.250)
N (6.330, -2.153, -0.886)
H (7.679, -0.147, -1.940)
H (7.270, 0.358, -0.311)
H (8.948, -0.006, -0.716)
H (7.712, -1.783, 0.627)
H (8.636, -3.672, -0.427)
H (9.757, -2.354, -0.758)
H (10.121, -1.714, -2.842)
H (8.511, -1.362, -3.529)
H (9.463, -2.716, -4.150)
H (6.133, -3.081, -0.521)
H (6.359, -2.287, -1.893)
C (5.535, 4.809, -4.106)
C (4.821, 3.472, -3.970)
C (5.554, 2.462, -3.079)
O (6.657, 1.812, -3.675)
C (7.877, 2.530, -3.643)
N (4.543, 2.938, -5.306)
H (6.398, 4.759, -4.771)
H (4.848, 5.545, -4.521)
H (5.869, 5.172, -3.132)
H (3.862, 3.673, -3.484)
H (4.852, 1.657, -2.836)
H (5.854, 2.924, -2.128)
H (7.973, 3.123, -2.729)
H (7.987, 3.181, -4.514)
H (8.686, 1.799, -3.668)
H (3.969, 2.103, -5.225)
H (5.418, 2.603, -5.699)
C (-14.320, -4.323, 1.635)
C (-13.132, -4.682, 2.521)
C (-12.465, -3.468, 3.180)
O (-11.634, -2.706, 2.319)
C (-12.308, -1.750, 1.519)
N (-12.188, -5.488, 1.744)
H (-14.001, -3.889, 0.687)
H (-14.894, -5.218, 1.402)
H (-14.985, -3.614, 2.131)
H (-13.507, -5.308, 3.335)
H (-11.804, -3.833, 3.972)
H (-13.209, -2.818, 3.658)
H (-13.156, -1.311, 2.051)
H (-12.653, -2.181, 0.577)
H (-11.593, -0.959, 1.284)
H (-11.448, -5.828, 2.352)
H (-11.716, -4.873, 1.086)
C (1.774, 6.728, 0.596)
C (2.228, 5.352, 0.122)
C (3.438, 5.384, -0.819)
O (3.148, 5.775, -2.144)
C (3.111, 7.172, -2.373)
N (1.087, 4.649, -0.474)
H (1.248, 7.272, -0.188)
H (1.088, 6.627, 1.436)
H (2.622, 7.333, 0.922)
H (2.538, 4.786, 1.006)
H (3.827, 4.363, -0.896)
H (4.246, 6.004, -0.408)
H (3.846, 7.697, -1.756)
H (2.118, 7.587, -2.189)
H (3.355, 7.336, -3.422)
H (1.365, 3.698, -0.698)
H (0.901, 5.074, -1.379)

Calculated values
strongest force on any atom = 1.25 eV/Å
LUMO energy = -0.1667 hartree
charge = +1

Atomic partial charges in e from the Löwdin method, atoms 1 to 99: number 1, N, carries 0.196; number 2, B, carries -0.711; number 3, O, carries 0.152; number 4, S, carries 1.222; number 5, O, carries -0.340; number 6, C, carries -0.398; number 7, O, carries 0.219; number 8, C, carries -0.161; number 9, C, carries 0.010; number 10, C, carries -0.045; number 11, C, carries -0.048; number 12, C, carries -0.052; number 13, C, carries -0.024; number 14, H, carries 0.116; number 15, H, carries 0.110; number 16, H, carries 0.108; number 17, H, carries 0.030; number 18, H, carries 0.131; number 19, H, carries 0.103; number 20, H, carries 0.115; number 21, H, carries 0.112; number 22, H, carries 0.103; number 23, C, carries -0.060; number 24, C, carries -0.435; number 25, C, carries -0.212; number 26, O, carries -0.182; number 27, C, carries -0.097; number 28, N, carries 0.038; number 29, H, carries 0.067; number 30, H, carries 0.072; number 31, H, carries 0.084; number 32, H, carries 0.119; number 33, H, carries 0.122; number 34, H, carries 0.124; number 35, H, carries 0.095; number 36, H, carries 0.058; number 37, H, carries 0.091; number 38, H, carries 0.061; number 39, H, carries 0.074; number 40, C, carries -0.064; number 41, C, carries -0.434; number 42, C, carries -0.209; number 43, O, carries -0.186; number 44, C, carries -0.098; number 45, N, carries 0.040; number 46, H, carries 0.054; number 47, H, carries 0.075; number 48, H, carries 0.083; number 49, H, carries 0.126; number 50, H, carries 0.122; number 51, H, carries 0.122; number 52, H, carries 0.092; number 53, H, carries 0.074; number 54, H, carries 0.089; number 55, H, carries 0.069; number 56, H, carries 0.072; number 57, C, carries -0.065; number 58, C, carries -0.435; number 59, C, carries -0.215; number 60, O, carries -0.203; number 61, C, carries -0.104; number 62, N, carries 0.045; number 63, H, carries 0.070; number 64, H, carries 0.071; number 65, H, carries 0.078; number 66, H, carries 0.121; number 67, H, carries 0.122; number 68, H, carries 0.115; number 69, H, carries 0.092; number 70, H, carries 0.079; number 71, H, carries 0.082; number 72, H, carries 0.070; number 73, H, carries 0.070; number 74, C, carries -0.066; number 75, C, carries -0.433; number 76, C, carries -0.202; number 77, O, carries -0.223; number 78, C, carries -0.095; number 79, N, carries 0.040; number 80, H, carries 0.065; number 81, H, carries 0.079; number 82, H, carries 0.080; number 83, H, carries 0.137; number 84, H, carries 0.121; number 85, H, carries 0.122; number 86, H, carries 0.095; number 87, H, carries 0.079; number 88, H, carries 0.079; number 89, H, carries 0.069; number 90, H, carries 0.067; number 91, C, carries -0.067; number 92, C, carries -0.434; number 93, C, carries -0.211; number 94, O, carries -0.212; number 95, C, carries -0.093; number 96, N, carries 0.035; number 97, H, carries 0.066; number 98, H, carries 0.075; number 99, H, carries 0.081

Entry 6:
A 2-piece molecular cluster, C9H14 overall in a non-equilibrium geometry, computed with ωB97M-V with the def2-TZVPD basis set.

Element x y z (Å)
C (2.606, 0.980, -0.608)
C (1.690, 0.466, 0.370)
C (0.296, 0.525, 0.119)
C (-0.591, 0.232, 1.101)
C (-0.176, 0.108, 2.458)
C (1.183, -0.005, 2.725)
C (2.082, 0.187, 1.676)
H (2.842, 1.967, -0.153)
H (2.250, 1.130, -1.650)
H (3.432, 0.355, -1.011)
H (0.073, 0.822, -0.911)
H (-1.691, 0.159, 0.929)
H (-0.859, 0.111, 3.268)
H (1.498, -0.374, 3.701)
H (3.147, 0.167, 1.784)
C (-1.898, -1.524, -1.506)
C (-2.461, -0.172, -1.901)
H (-1.608, -2.046, -2.407)
H (-1.201, -1.484, -0.735)
H (-2.667, -2.185, -1.211)
H (-2.265, 0.611, -1.156)
H (-3.524, -0.213, -1.996)
H (-2.158, 0.183, -2.887)

Calculated values
strongest force on any atom = 3.50 eV/Å
SMILES string = Cc1ccccc1.CC
LUMO energy = 0.0368 hartree
energy above the lowest of the compared OMol25 structures with the same formula, charge and spin = 131.4 kJ/mol

Now the Löwdin charges, all in e: number 1, C, carries -0.086; number 2, C, carries -0.312; number 3, C, carries -0.070; number 4, C, carries -0.103; number 5, C, carries -0.079; number 6, C, carries -0.083; number 7, C, carries -0.057; number 8, H, carries 0.109; number 9, H, carries 0.085; number 10, H, carries 0.094; number 11, H, carries 0.111; number 12, H, carries 0.110; number 13, H, carries 0.086; number 14, H, carries 0.104; number 15, H, carries 0.104; number 16, C, carries -0.149; number 17, C, carries -0.164; number 18, H, carries 0.068; number 19, H, carries 0.018; number 20, H, carries 0.051; number 21, H, carries 0.047; number 22, H, carries 0.050; number 23, H, carries 0.066